# 1
The following is a DFT calculation (ωB97M-V/def2-TZVPD) of a structure of composition C7H12NaO5 at a distorted geometry.

Results
* gap between HOMO and LUMO: 5.70 eV
* energy: -812.42887 Ha
* net charge: -1
* HOMO: -0.11669 Ha

Positions of all 25 atoms, in Å:
O -2.388 -1.565 -2.185
C -1.559 -0.859 -2.883
C -0.712 0.117 -2.435
O -0.560 0.370 -1.069
C -1.273 1.497 -0.592
C -0.944 1.749 0.865
O 0.236 2.505 1.047
C 1.254 1.876 1.793
H -1.550 -0.977 -3.989
H -0.153 0.767 -3.114
H -2.359 1.326 -0.703
H -1.011 2.387 -1.187
H -1.768 2.336 1.299
H -0.874 0.792 1.410
H 1.929 2.662 2.153
H 0.832 1.345 2.664
H 1.824 1.161 1.179
O -0.049 -1.660 1.806
C 1.122 -1.930 1.584
C 1.665 -2.483 0.300
O 0.769 -2.960 -0.581
Na -1.176 -1.874 -0.290
H 1.898 -1.658 2.339
H 2.384 -1.659 0.017
H 2.461 -3.266 0.574



# 2
The following is a DFT calculation (ωB97M-V/def2-TZVPD) of a structure of composition C7H12O.

Results
* gap between HOMO and LUMO: 9.17 eV
* energy: -348.96744 Ha
* net charge: 0
* HOMO: -0.31669 Ha

Positions of all 20 atoms, in Å:
C -2.230 -0.885 -0.417
C -1.333 -0.006 0.387
C 0.255 -0.855 0.836
C -1.670 1.109 1.028
O 0.181 -2.071 0.731
H 0.535 -0.270 1.716
H -1.939 -0.889 -1.472
H -2.149 -1.914 -0.061
H -3.270 -0.559 -0.348
H -0.954 1.667 1.622
H -2.681 1.505 0.997
C 1.888 1.349 -0.039
C 1.370 -0.017 -0.373
C 1.844 -0.854 -1.287
H -0.020 0.011 -0.181
H 2.299 1.368 0.975
H 1.098 2.104 -0.080
H 2.680 1.651 -0.728
H 1.424 -1.852 -1.370
H 2.672 -0.593 -1.938